ORCA calculation (ωB97M-V/def2-TZVPD) on a structure of composition C20H27N2O2PS2Tc in a non-equilibrium geometry.

LUMO energy (alpha / beta)   -6.63 / -10.50 eV
Charge   +2
Energy relative to the best compared isomer or geometry (same formula, charge and spin)   2.133 eV
2S+1   4
Total energy   -61390.9714 eV

Structure (XYZ):
```
55
Properties=species:S:1:pos:R:3:lowdin_spin:R:1
C 0.372 3.095 -2.942 0.035
C -0.835 2.732 -2.353 0.196
C -0.892 1.692 -1.427 0.238
C 0.265 0.962 -1.082 0.031
C 1.484 1.379 -1.643 0.165
C 1.536 2.448 -2.544 0.277
C -2.222 1.253 -0.903 0.052
C -2.934 0.296 -1.865 0.023
N -1.965 -0.546 -2.729 0.011
Tc 0.120 -0.822 0.040 1.603
C 2.720 0.592 -1.322 0.041
P 2.262 -1.054 -0.562 0.034
H -1.756 3.246 -2.629 0.006
H 2.501 2.729 -2.965 0.009
H 0.405 3.876 -3.697 -0.002
H 3.359 1.097 -0.578 0.014
H 3.346 0.417 -2.210 0.009
H -2.112 0.779 0.082 0.012
H -2.886 2.123 -0.780 0.007
H -3.590 -0.415 -1.348 0.001
C 3.761 -1.411 0.369 0.003
C 2.332 -2.170 -1.996 0.016
H -3.552 0.858 -2.575 0.000
C -2.062 -0.186 -4.211 0.003
C -2.070 -2.030 -2.506 0.003
H 1.143 -1.656 1.152 0.037
H -2.168 -1.106 -4.798 0.000
H -2.929 0.467 -4.371 0.000
H -1.147 0.342 -4.539 0.000
H -2.767 -2.424 -3.266 0.000
H -1.068 -2.475 -2.631 0.001
H -2.466 -2.237 -1.498 0.000
H 3.371 -2.381 -2.270 0.002
H 1.835 -3.103 -1.710 0.004
H 1.808 -1.723 -2.848 0.001
H 4.619 -0.875 -0.057 0.001
H 3.602 -1.087 1.402 0.001
H 3.956 -2.488 0.342 0.000
H -1.011 -0.176 -2.632 0.005
O 0.592 2.645 2.342 -0.001
S 0.705 1.267 2.744 0.002
O 1.993 0.615 2.827 0.001
N -0.296 0.266 1.702 0.015
C -1.359 -0.301 2.314 0.072
S -1.927 -1.598 1.359 0.016
C -1.485 0.108 3.681 0.002
C -2.370 -0.404 4.642 0.017
C -2.071 -0.195 5.989 -0.003
C -0.898 0.483 6.371 0.021
C -0.023 1.022 5.419 -0.002
C -0.356 0.851 4.087 0.016
H -3.234 -0.971 4.286 0.001
H -2.741 -0.600 6.751 0.000
H -0.643 0.583 7.420 0.001
H 0.901 1.547 5.669 0.000
```